C3H25O10S2 | wB97M-V/def2-TZVPD

Structure (XYZ):
```
40
Properties=species:S:1:pos:R:3:lowdin_charge:R:1
S -1.5041 -2.2836 2.6756 0.2815
S -0.3140 -0.6272 2.8105 0.4187
O -0.7134 1.4184 -1.5765 -0.2127
O 2.9924 0.2051 -1.8105 -0.1016
O 0.6990 -0.1675 -2.8170 -0.2945
O -3.0084 -0.0180 -1.7254 -0.0755
O 3.0739 3.5552 0.8463 -0.0960
O -0.3889 2.7680 -3.9363 -0.0940
O 3.4568 0.8201 0.6998 -0.0988
O 1.5531 -3.5802 0.5384 -0.1062
O -4.4503 -0.1114 0.8061 -0.0935
O 0.2189 -2.3145 -1.4168 -0.1146
C -0.1660 -0.0384 1.0721 -0.5266
C -0.7656 1.3654 0.8431 -0.2333
C -0.1409 1.9810 -0.3860 -0.2415
H 3.1640 2.5845 0.9527 -0.0169
H -0.6252 1.9319 1.7695 0.0986
H -0.1270 0.6620 -2.0637 0.0192
H -2.4361 -0.7724 -1.8945 0.0338
H -0.0892 -2.8507 -2.1583 0.0458
H 4.3468 0.4584 0.8635 0.0608
H 3.1389 1.1057 -2.1229 0.0508
H 1.4586 -2.9712 -0.2267 0.0018
H 0.9034 0.1142 0.9001 0.0539
H 0.3835 -0.3176 -3.7172 0.0275
H 0.9464 1.8770 -0.4139 0.1009
H 2.1561 -0.0539 -2.3331 0.0036
H -1.8476 1.3027 0.7289 0.0905
H -0.4029 3.0393 -0.5260 0.1221
H 0.3226 -1.4519 -1.9424 -0.0014
H 2.1404 3.6349 0.6074 0.0092
H 0.2915 2.1776 -4.2708 0.0063
H -0.4671 -0.8205 0.3849 0.0471
H 3.2739 0.5231 -0.2321 -0.0076
H 0.7161 -4.0489 0.4637 0.0089
H -0.5280 -3.2349 2.6534 -0.2040
H -3.9461 0.1282 0.0118 -0.0170
H -0.5271 2.3643 -3.0442 -0.0048
H -4.0602 0.4145 1.5305 0.0293
H -2.3779 0.7441 -1.6700 0.0299
```

Results
- largest force on an atom (eV/Å) = 1.69
- energy relative to the best compared isomer or geometry (same formula, charge and spin) (kcal per mole) = 0.00
- HOMO (eV) = -6.306
- LUMO level (eV) = 2.66
- total charge = -1

C3H26N2O11 | wB97M-V/def2-TZVPD

Structure (XYZ):
```
42
Properties=species:S:1:pos:R:3:lowdin_charge:R:1
O -2.2891 1.7203 0.5949 -0.0925
O 0.4523 -2.1699 1.2933 0.0329
O -0.3177 0.8745 -2.9919 -0.0546
O -2.0119 -2.8430 1.6608 -0.0819
O -0.3441 3.3299 1.6241 -0.0775
O 1.0600 2.5408 -0.6990 -0.0607
O 2.7493 -1.1607 -1.8739 -0.0468
O -2.7286 1.6721 -2.0890 -0.0621
O 0.2362 -2.3567 -2.1638 -0.0932
O -3.5352 -0.7063 0.9314 -0.0604
O 3.1691 0.6026 0.1443 -0.0814
N 2.1924 -0.8184 1.7733 0.0978
N -0.7981 -0.6554 -0.2898 0.0304
C 3.0310 0.3787 1.5117 -0.2144
C 0.9221 -1.0443 1.3296 -0.4449
C 0.1460 0.0729 0.6945 -0.0916
H -1.0055 0.0053 -1.0168 0.0388
H 2.3856 1.1888 1.8943 0.1320
H 0.5783 3.0521 -0.0337 0.0141
H -0.9751 2.6801 1.2473 -0.0108
H 3.0615 -0.2196 -0.3654 0.0456
H 2.6007 -1.5305 2.3603 0.1403
H -1.1305 -2.4493 1.4768 -0.0185
H -2.0803 1.1346 -2.5964 0.0233
H -3.3231 -1.6361 0.8015 0.0250
H -0.4036 0.6973 1.3931 0.1059
H -2.7082 0.8549 0.7207 -0.0025
H -2.4444 1.8329 -0.3704 0.0202
H -0.4697 -2.9965 -2.3070 0.0514
H 4.0455 0.1733 1.8884 0.1339
H 0.1742 1.5528 -2.5008 0.0419
H -1.8110 -3.6737 2.0976 0.0490
H 0.8443 0.6130 0.0042 0.1011
H -3.5098 1.0924 -2.1294 0.0728
H 0.3208 0.1834 -3.2280 0.0588
H -0.0593 -1.8540 -1.3686 -0.0118
H 3.2289 -1.9053 -2.2557 0.0670
H -1.6038 -1.0370 0.2338 0.0513
H -0.8427 3.9799 2.1217 0.0476
H 1.8707 -1.5704 -1.7423 0.0129
H -3.7645 -0.5845 1.8599 0.0749
H 1.9769 2.4420 -0.4200 0.0369
```

Results
- largest force on an atom (eV/Å) = 3.02
- energy relative to the best compared isomer or geometry (same formula, charge and spin) (kcal per mole) = 0.00
- SMILES = NCC(=O)NCO.O.O.O.O.O.O.O.O.O
- HOMO (eV) = -9.694
- LUMO level (eV) = 0.48

C3H26NO9 | wB97M-V/def2-TZVPD

Structure (XYZ):
```
39
Properties=species:S:1:pos:R:3:mulliken_spin:R:1
O 0.2196 -1.2295 3.5810 0.1118
O 0.3335 2.0140 3.5663 0.0207
O 1.7417 -2.0658 1.5320 0.0581
O -2.0004 -2.3814 -0.2669 0.0216
O -1.5847 1.2571 -1.9417 -0.1386
O 2.8372 0.8501 -0.9231 0.0044
O 1.3700 2.5080 0.5145 0.0507
O 0.7618 2.8961 -2.1923 0.0810
O -2.9105 2.0501 0.6309 0.4481
N 0.4923 -0.1466 0.0784 0.0678
C -0.1274 -2.9630 -2.4763 0.0058
C 0.3448 -0.7918 -1.2398 0.1795
C 0.2699 -2.1027 -1.2940 -0.0556
H 0.5138 -0.1174 -2.0618 -0.0238
H -0.2960 -1.8563 4.0905 -0.0293
H 1.8405 2.9228 1.2411 0.0130
H 1.3684 -1.7528 2.3517 -0.0061
H 0.0438 2.3881 -1.7607 0.0245
H -2.5212 -2.0264 0.4605 -0.0034
H 0.8358 2.9800 -0.1278 0.0570
H 0.2112 3.3359 -2.8537 -0.0200
H -0.5971 2.0603 3.2957 0.0133
H 1.9660 -2.9787 1.3716 -0.0129
H 0.9833 -0.8925 0.6573 -0.1653
H -1.7640 1.1588 -2.8787 0.0023
H 2.4169 1.1169 -1.7478 -0.0122
H 0.3147 -2.7437 -0.4301 -0.0109
H -1.0311 -2.5939 -2.9440 -0.0064
H 0.7014 -3.1494 -3.1611 0.0024
H -2.5566 -2.6625 -0.9956 0.0304
H -2.3497 2.1164 1.4299 0.0374
H -0.3604 -0.0070 0.6298 0.2568
H -2.4020 1.1245 -1.4414 0.0872
H 0.7345 1.9686 2.6874 0.0559
H 1.0953 0.6866 0.0852 -0.0158
H -3.7134 1.7560 1.0950 -0.1430
H 2.7948 1.6588 -0.4028 0.0113
H -0.3902 -3.9817 -2.1859 -0.0011
H 0.4133 -0.4058 4.0269 0.0035
```

Results
- largest force on an atom (eV/Å) = 2.21
- HOMO (spin up / spin down) (eV) = -2.992 / -9.672
- spin multiplicity = 2
- LUMO level (spin up / spin down) (eV) = 0.34 / 0.08

C3H27N2O12 | wB97M-V/def2-TZVPD

Structure (XYZ):
```
44
Properties=species:S:1:pos:R:3:lowdin_charge:R:1
O -1.7626 -3.1647 -1.6893 -0.1364
O 2.5111 1.6351 1.2461 -0.1079
O -0.9937 -1.9746 3.5321 0.0167
O -2.0143 3.7246 -1.8354 0.0739
O 2.7614 3.8682 -0.7387 -0.0332
O 0.0789 -2.1205 -3.0068 -0.0886
O 0.1269 0.3524 -1.4193 -0.0760
O 2.5701 -3.0033 -2.4595 -0.1433
O -1.4080 1.8291 -3.8775 -0.0814
O -0.5689 -0.3280 0.8833 -0.1002
O -2.5063 0.6020 2.7582 -0.0320
O 0.1360 3.6974 1.1283 0.0782
N -0.5156 -2.4910 0.1877 0.0705
N 1.4073 -0.6501 2.5051 -0.0102
C 1.3774 -1.4354 1.1867 -0.1511
C -0.0333 -1.3760 0.6420 -0.7065
C -1.9002 -2.5703 -0.3284 -0.2073
H 1.7980 1.1581 0.6911 0.0444
H 0.1487 -1.1921 -2.5623 0.0709
H -2.2128 3.0267 -1.3995 -0.0695
H -1.1220 -1.8142 2.6862 -0.0816
H -0.8851 2.5915 -3.8773 -0.0181
H 2.4082 1.1146 2.0922 0.0382
H 1.7660 -2.4623 1.2595 0.1095
H 1.3900 -1.3832 3.1719 0.0401
H 2.1250 -0.9870 0.4671 0.1100
H 0.7000 3.2676 1.5212 -0.1388
H 2.9388 3.1467 -0.1866 -0.0397
H -0.6841 0.2958 -0.8023 0.0750
H 0.8381 0.5806 -0.8125 0.0223
H 2.5355 -3.2455 -1.5246 0.0001
H -1.2408 1.3386 -2.9921 0.0532
H -0.6626 -2.4275 -2.5317 -0.0718
H -1.2673 4.1076 -1.5071 -0.0073
H -2.2751 -1.5377 -0.6763 0.1337
H 1.6203 -2.7071 -2.7224 0.0095
H -1.9691 -0.0987 3.2010 0.0014
H -2.0035 0.7000 1.9927 -0.0308
H -2.5649 -3.2078 0.2947 0.1143
H -1.1900 -1.0324 3.7338 0.0364
H -1.5404 -4.1202 -1.6308 0.1055
H -0.3085 4.4102 1.5722 0.0607
H 1.8188 3.8916 -0.6325 -0.0053
H 0.5729 -0.0087 2.4600 0.0723
```

Results
- largest force on an atom (eV/Å) = 14.17
- energy relative to the best compared isomer or geometry (same formula, charge and spin) (kcal per mole) = 86.35
- HOMO (eV) = -6.051
- LUMO level (eV) = 2.41
- total charge = -1

C3H29NO10 | wB97M-V/def2-TZVPD

Structure (XYZ):
```
43
Properties=species:S:1:pos:R:3:lowdin_charge:R:1
O 0.4234 -1.0562 3.6667 -0.0493
O -1.6698 -3.0338 2.3600 -0.0351
O -3.1783 0.4388 2.2330 -0.0573
O 1.7131 0.4542 1.0966 -0.0560
O -2.4066 -1.9115 -1.3035 -0.0475
O -0.6294 3.1424 0.5143 -0.0424
O 2.0206 -2.3944 1.3313 -0.0628
O -0.2300 1.7551 3.2769 -0.0380
O -0.6332 -1.0753 0.8176 -0.0825
O 1.8642 3.6901 -0.9735 -0.0642
N 0.3995 1.3063 -2.0569 0.0148
C 1.6171 -1.5565 -2.7875 -0.0982
C 0.3471 -0.8416 -3.2462 -0.2707
C 0.5238 0.6692 -3.3865 -0.2536
H -3.0719 1.3291 1.8695 0.0287
H 1.2019 -2.2843 1.8085 -0.0202
H -0.4776 -1.0845 -2.5701 0.0689
H -2.2601 0.1554 2.1112 -0.0066
H 1.5340 0.8418 -3.7598 0.1083
H 1.0778 2.0397 -1.8767 0.0265
H 1.2816 -0.6645 3.8421 0.0545
H -0.0367 -0.5923 2.9621 -0.0170
H -1.3579 3.5589 0.0459 0.0580
H 2.2097 2.9111 -0.5181 0.0333
H 0.0780 2.5879 3.6464 0.0615
H -2.7787 -2.2859 -2.1062 0.0491
H 1.2062 0.3991 0.2809 0.0031
H -0.9679 -1.9826 0.9745 0.0188
H 1.5212 -2.6319 -2.8566 0.0735
H 2.4861 -1.0589 -3.2288 0.0688
H 1.8769 -1.2588 -1.7600 0.0600
H 2.2897 -1.5118 1.0940 -0.0139
H -0.4169 2.3259 0.0464 0.0103
H 1.1861 0.8403 1.8071 0.0071
H -0.2207 1.0621 -4.0735 0.1041
H -0.0061 -1.2845 -4.1854 0.1011
H -0.6561 1.9795 2.4456 -0.0006
H -1.1260 -2.7136 3.0875 0.0399
H -0.5724 -1.1074 -0.1477 0.0284
H 1.6074 4.2651 -0.2445 0.0417
H -2.7173 -2.4468 -0.5691 0.0406
H -0.4517 1.8421 -2.0683 0.0588
H -2.6002 -2.8167 2.4006 0.0561
```

Results
- largest force on an atom (eV/Å) = 1.88
- energy relative to the best compared isomer or geometry (same formula, charge and spin) (kcal per mole) = 1.93
- SMILES = CCCN.O.O.O.O.O.O.O.O.O.O
- HOMO (eV) = -9.985
- LUMO level (eV) = -0.01

Please write out number 1 again, unchanged.
C3H25O10S2 | wB97M-V/def2-TZVPD

Structure (XYZ):
```
40
Properties=species:S:1:pos:R:3:lowdin_charge:R:1
S -1.5041 -2.2836 2.6756 0.2815
S -0.3140 -0.6272 2.8105 0.4187
O -0.7134 1.4184 -1.5765 -0.2127
O 2.9924 0.2051 -1.8105 -0.1016
O 0.6990 -0.1675 -2.8170 -0.2945
O -3.0084 -0.0180 -1.7254 -0.0755
O 3.0739 3.5552 0.8463 -0.0960
O -0.3889 2.7680 -3.9363 -0.0940
O 3.4568 0.8201 0.6998 -0.0988
O 1.5531 -3.5802 0.5384 -0.1062
O -4.4503 -0.1114 0.8061 -0.0935
O 0.2189 -2.3145 -1.4168 -0.1146
C -0.1660 -0.0384 1.0721 -0.5266
C -0.7656 1.3654 0.8431 -0.2333
C -0.1409 1.9810 -0.3860 -0.2415
H 3.1640 2.5845 0.9527 -0.0169
H -0.6252 1.9319 1.7695 0.0986
H -0.1270 0.6620 -2.0637 0.0192
H -2.4361 -0.7724 -1.8945 0.0338
H -0.0892 -2.8507 -2.1583 0.0458
H 4.3468 0.4584 0.8635 0.0608
H 3.1389 1.1057 -2.1229 0.0508
H 1.4586 -2.9712 -0.2267 0.0018
H 0.9034 0.1142 0.9001 0.0539
H 0.3835 -0.3176 -3.7172 0.0275
H 0.9464 1.8770 -0.4139 0.1009
H 2.1561 -0.0539 -2.3331 0.0036
H -1.8476 1.3027 0.7289 0.0905
H -0.4029 3.0393 -0.5260 0.1221
H 0.3226 -1.4519 -1.9424 -0.0014
H 2.1404 3.6349 0.6074 0.0092
H 0.2915 2.1776 -4.2708 0.0063
H -0.4671 -0.8205 0.3849 0.0471
H 3.2739 0.5231 -0.2321 -0.0076
H 0.7161 -4.0489 0.4637 0.0089
H -0.5280 -3.2349 2.6534 -0.2040
H -3.9461 0.1282 0.0118 -0.0170
H -0.5271 2.3643 -3.0442 -0.0048
H -4.0602 0.4145 1.5305 0.0293
H -2.3779 0.7441 -1.6700 0.0299
```

Results
- largest force on an atom (eV/Å) = 1.69
- energy relative to the best compared isomer or geometry (same formula, charge and spin) (kcal per mole) = 0.00
- HOMO (eV) = -6.306
- LUMO level (eV) = 2.66
- total charge = -1